# 1
{"formula": "C4H7NO", "method": "wB97M-V/def2-TZVPD", "de_lowest_kj_mol": 246.3, "homo_lumo_gap_ev": 11.05, "smiles": "CC(=O)[C@H]1CN1", "energy_ha": -286.53783, "lumo_ha": 0.03700, "max_force_ev_per_a": 2.671, "species": ["C", "C", "O", "C", "C", "N", "H", "H", "H", "H", "H", "H", "H"], "xyz": [[0.152, 1.534, -1.235], [-0.496, 0.460, -0.405], [-1.676, 0.464, -0.111], [0.393, -0.660, 0.059], [0.376, -0.865, 1.516], [-0.301, -1.827, 0.527], [0.317, 1.151, -2.250], [1.133, 1.805, -0.827], [-0.495, 2.410, -1.286], [1.308, -0.823, -0.501], [-0.307, -0.249, 2.106], [0.892, -1.749, 1.839], [-1.295, -1.650, 0.568]]}

=====

# 2
{"formula": "C4H7NO", "method": "wB97M-V/def2-TZVPD", "de_lowest_kj_mol": 141.7, "homo_lumo_gap_ev": 10.91, "smiles": "O=CNC1CC1", "energy_ha": -286.57766, "lumo_ha": 0.03988, "max_force_ev_per_a": 1.172, "species": ["O", "C", "N", "C", "C", "C", "H", "H", "H", "H", "H", "H", "H"], "xyz": [[-0.684, 2.356, 1.722], [-0.291, 1.832, 0.701], [-0.904, 0.789, 0.057], [-0.189, -0.158, -0.771], [-0.129, -1.520, -0.163], [1.081, -0.645, -0.156], [0.599, 2.169, 0.139], [-1.783, 0.488, 0.459], [-0.192, -0.165, -1.880], [-0.658, -1.664, 0.773], [-0.102, -2.363, -0.838], [1.877, -0.921, -0.829], [1.374, -0.197, 0.786]]}

=====

# 3
{"formula": "C4H7NO", "method": "wB97M-V/def2-TZVPD", "de_lowest_kj_mol": 480.6, "homo_lumo_gap_ev": [7.12, 7.12], "energy_ha": -286.44858, "lumo_ha": [-0.02473, -0.02470], "max_force_ev_per_a": 1.048, "species": ["O", "C", "C", "C", "C", "N", "H", "H", "H", "H", "H", "H", "H"], "xyz": [[1.245, -0.223, 1.495], [0.997, 0.254, -0.502], [-0.044, -0.687, -0.956], [-1.019, -0.302, 0.143], [-1.838, 0.816, -0.143], [-2.433, 1.782, -0.412], [1.602, 0.491, 2.048], [2.060, 0.038, -0.509], [0.720, 1.306, -0.508], [0.297, -1.720, -0.852], [-0.374, -0.524, -1.993], [0.242, -0.123, 1.463], [-1.455, -1.108, 0.727]]}

=====

# 4
{"formula": "C4H7NO", "method": "wB97M-V/def2-TZVPD", "de_lowest_kj_mol": 317.4, "homo_lumo_gap_ev": 9.23, "smiles": "CC/N=C\\C=O", "energy_ha": -286.51075, "lumo_ha": -0.00140, "max_force_ev_per_a": 1.541, "species": ["C", "C", "N", "C", "C", "O", "H", "H", "H", "H", "H", "H", "H"], "xyz": [[1.481, 0.820, 0.220], [0.045, 1.058, -0.541], [0.090, -0.306, -0.936], [-0.443, -1.244, -0.265], [-1.679, -1.189, 0.544], [-2.180, -2.188, 1.012], [2.198, 1.442, -0.309], [1.925, -0.201, 0.169], [1.373, 1.045, 1.273], [-0.919, 1.411, -0.079], [0.272, 1.782, -1.331], [0.032, -2.219, -0.356], [-2.195, -0.211, 0.598]]}

=====

# 5
{"formula": "C4H7NO", "method": "wB97M-V/def2-TZVPD", "de_lowest_kj_mol": 240.2, "homo_lumo_gap_ev": 10.53, "energy_ha": -286.54015, "lumo_ha": 0.02473, "max_force_ev_per_a": 0.631, "species": ["C", "C", "C", "C", "O", "N", "H", "H", "H", "H", "H", "H", "H"], "xyz": [[0.502, 1.556, 0.491], [-0.245, 0.435, -0.130], [-1.049, -0.701, 0.464], [-1.139, -1.012, -1.047], [-1.622, -1.864, -1.727], [-0.354, 0.155, -1.392], [0.971, 2.176, -0.276], [-0.168, 2.171, 1.100], [1.275, 1.165, 1.163], [2.091, -1.325, 0.077], [-0.503, -1.433, 1.068], [-1.988, -0.432, 0.956], [2.015, -1.027, -0.601]]}

=====

# 6
{"formula": "C4H7NO", "method": "wB97M-V/def2-TZVPD", "de_lowest_kj_mol": 224.0, "homo_lumo_gap_ev": 10.48, "smiles": "CN1C[C@H]1C=O", "energy_ha": -286.54633, "lumo_ha": 0.03383, "max_force_ev_per_a": 0.439, "species": ["C", "N", "C", "C", "C", "O", "H", "H", "H", "H", "H", "H", "H"], "xyz": [[1.720, 0.335, -0.350], [0.276, 0.335, -0.487], [-0.590, 1.034, 0.413], [-0.542, -0.463, 0.402], [-1.578, -1.262, -0.307], [-2.061, -2.281, 0.123], [2.104, 1.357, -0.417], [2.135, -0.231, -1.191], [2.084, -0.108, 0.589], [-0.191, 1.508, 1.312], [-1.413, 1.562, -0.066], [-0.101, -0.941, 1.280], [-1.844, -0.845, -1.302]]}

=====

# 7
{"formula": "C4H7NO", "method": "wB97M-V/def2-TZVPD", "de_lowest_kj_mol": 88.3, "homo_lumo_gap_ev": 10.56, "smiles": "C/C=N\\C(C)=O", "energy_ha": -286.59802, "lumo_ha": 0.03521, "max_force_ev_per_a": 0.399, "species": ["C", "C", "N", "C", "C", "O", "H", "H", "H", "H", "H", "H", "H"], "xyz": [[-1.967, 0.083, 0.262], [-1.051, 0.650, -0.783], [0.179, 0.399, -0.978], [0.867, -0.582, -0.239], [2.166, -0.097, 0.359], [0.503, -1.737, -0.180], [-2.386, 0.894, 0.871], [-2.810, -0.410, -0.235], [-1.470, -0.647, 0.901], [-1.504, 1.375, -1.467], [2.578, -0.881, 0.996], [2.022, 0.823, 0.935], [2.876, 0.130, -0.443]]}

=====

# 8
{"formula": "C4H7NO", "method": "wB97M-V/def2-TZVPD", "de_lowest_kj_mol": 208.1, "homo_lumo_gap_ev": 9.97, "smiles": "C=NC/C=C/O", "energy_ha": -286.55237, "lumo_ha": 0.03649, "max_force_ev_per_a": 0.430, "species": ["C", "N", "C", "C", "C", "O", "H", "H", "H", "H", "H", "H", "H"], "xyz": [[0.683, 2.247, -0.213], [0.926, 1.156, -0.800], [1.029, -0.032, 0.041], [-0.059, -1.014, -0.294], [-1.165, -1.110, 0.441], [-2.225, -1.927, 0.223], [0.565, 2.336, 0.879], [0.576, 3.162, -0.798], [0.986, 0.222, 1.115], [2.010, -0.483, -0.150], [0.057, -1.614, -1.196], [-1.323, -0.505, 1.331], [-2.061, -2.440, -0.580]]}

=====

# 9
{"formula": "C4H7NO", "method": "wB97M-V/def2-TZVPD", "de_lowest_kj_mol": 133.5, "homo_lumo_gap_ev": 10.54, "smiles": "CC1=NCCO1", "energy_ha": -286.58081, "lumo_ha": 0.03825, "max_force_ev_per_a": 1.544, "species": ["C", "C", "N", "C", "C", "O", "H", "H", "H", "H", "H", "H", "H"], "xyz": [[2.173, -0.166, 0.142], [0.666, -0.093, -0.011], [0.104, 1.048, -0.114], [-1.294, 0.804, -0.434], [-1.528, -0.628, -0.048], [-0.125, -1.215, -0.110], [2.533, -0.856, 0.910], [2.511, 0.847, 0.393], [2.653, -0.440, -0.804], [-2.031, 1.319, 0.181], [-1.495, 1.075, -1.483], [-2.398, -1.036, -0.609], [-1.752, -0.702, 1.016]]}

=====

# 10
{"formula": "C4H7NO", "method": "wB97M-V/def2-TZVPD", "de_lowest_kj_mol": 483.5, "homo_lumo_gap_ev": 10.13, "smiles": "C[C@@]1(C=O)CN1", "energy_ha": -286.44748, "lumo_ha": 0.02379, "max_force_ev_per_a": 1.925, "species": ["C", "C", "C", "O", "C", "N", "H", "H", "H", "H", "H", "H", "H"], "xyz": [[1.339, -1.026, -0.365], [-0.003, 0.179, 0.171], [-0.929, -0.864, 0.694], [-0.650, -2.016, 0.457], [-0.477, 1.704, 0.349], [-0.234, 1.093, -0.918], [1.146, -2.050, -0.809], [1.685, -0.399, -1.162], [2.039, -1.214, 0.451], [-1.765, -0.635, 1.381], [-1.544, 1.934, 0.565], [0.160, 2.529, 0.671], [-1.047, 0.916, -1.489]]}

=====

# 11
{"formula": "C4H7NO", "method": "wB97M-V/def2-TZVPD", "de_lowest_kj_mol": 634.8, "homo_lumo_gap_ev": 9.06, "energy_ha": -286.38987, "lumo_ha": 0.00188, "max_force_ev_per_a": 0.428, "species": ["N", "C", "O", "C", "C", "C", "H", "H", "H", "H", "H", "H", "H"], "xyz": [[-2.471, -0.380, 0.293], [-1.474, 0.265, -0.116], [-0.253, -0.339, -0.207], [0.840, 0.453, -0.523], [1.236, 1.459, 0.240], [0.991, -2.226, -0.191], [-3.298, 0.213, 0.257], [-1.435, 1.309, -0.450], [1.349, 0.082, -1.405], [2.123, 2.019, -0.030], [0.713, 1.720, 1.155], [0.124, -2.725, 0.283], [1.555, -1.850, 0.695]]}

=====

# 12
{"formula": "C4H7NO", "method": "wB97M-V/def2-TZVPD", "de_lowest_kj_mol": 166.4, "homo_lumo_gap_ev": 11.59, "smiles": "C=CCC#N.O", "energy_ha": -286.56829, "lumo_ha": 0.02585, "max_force_ev_per_a": 1.116, "species": ["C", "C", "C", "C", "N", "H", "H", "H", "H", "H", "O", "H", "H"], "xyz": [[0.999, 0.955, -0.529], [-0.038, 0.131, -0.660], [-1.181, 0.061, 0.329], [-2.423, 0.496, -0.323], [-3.348, 0.855, -0.917], [1.830, 0.943, -1.230], [1.096, 1.626, 0.322], [-0.076, -0.578, -1.485], [-0.965, 0.693, 1.197], [-1.306, -0.959, 0.716], [1.806, -1.411, 1.259], [2.360, -1.920, 0.655], [1.247, -0.893, 0.664]]}

=====

# 13
{"formula": "C4H7NO", "method": "wB97M-V/def2-TZVPD", "de_lowest_kj_mol": 230.8, "homo_lumo_gap_ev": 9.33, "energy_ha": -286.54374, "lumo_ha": 0.02831, "max_force_ev_per_a": 4.429, "species": ["C", "C", "C", "C", "H", "H", "H", "H", "H", "H", "H", "N", "O"], "xyz": [[-0.562, -1.069, 1.952], [-0.239, -0.981, 0.520], [0.134, 0.323, -0.116], [0.364, 0.422, -1.444], [-1.272, -2.049, 2.190], [0.535, -1.345, 2.673], [-1.067, -0.041, 2.315], [0.184, 1.225, 0.535], [0.338, -0.493, -2.095], [0.689, 1.820, -3.031], [0.433, 2.511, -1.352], [0.663, 1.687, -2.005], [-0.201, -2.010, -0.142]]}

=====

# 14
{"formula": "C4H7NO", "method": "wB97M-V/def2-TZVPD", "de_lowest_kj_mol": 199.1, "homo_lumo_gap_ev": 10.54, "smiles": "C[C@H]1NCC1=O", "energy_ha": -286.55580, "lumo_ha": 0.03427, "max_force_ev_per_a": 1.137, "species": ["C", "C", "N", "C", "C", "O", "H", "H", "H", "H", "H", "H", "H"], "xyz": [[1.599, -0.609, 0.090], [0.085, -0.614, 0.275], [-0.544, 0.474, 1.089], [-1.061, 1.199, -0.179], [-0.713, -0.082, -0.905], [-1.200, -0.641, -1.849], [2.144, -0.998, 0.957], [1.986, 0.389, -0.140], [1.818, -1.263, -0.763], [-0.255, -1.624, 0.532], [-1.266, 0.065, 1.678], [-0.414, 2.065, -0.275], [-2.079, 1.547, -0.443]]}

=====

# 15
{"formula": "C4H7NO", "method": "wB97M-V/def2-TZVPD", "de_lowest_kj_mol": 528.8, "homo_lumo_gap_ev": 10.28, "smiles": "C=C1C[C@@H]1ON", "energy_ha": -286.43023, "lumo_ha": 0.03437, "max_force_ev_per_a": 4.094, "species": ["C", "C", "C", "C", "O", "N", "H", "H", "H", "H", "H", "H", "H"], "xyz": [[-0.124, -0.602, 2.343], [-0.032, -0.080, 1.144], [-0.766, 0.353, -0.065], [0.704, 0.321, -0.110], [1.290, -0.795, -0.918], [1.010, -0.628, -2.293], [0.742, -0.800, 3.016], [-0.987, -0.650, 2.861], [-1.433, -0.436, -0.450], [-1.333, 1.419, -0.078], [1.271, 1.255, -0.206], [1.576, 0.199, -2.680], [-0.007, -0.614, -2.591]]}

=====

# 16
{"formula": "C4H7NO", "method": "wB97M-V/def2-TZVPD", "de_lowest_kj_mol": 384.2, "homo_lumo_gap_ev": 8.56, "energy_ha": -286.48530, "lumo_ha": 0.02792, "max_force_ev_per_a": 0.460, "species": ["C", "C", "C", "N", "C", "O", "H", "H", "H", "H", "H", "H", "H"], "xyz": [[-1.243, 0.865, 0.337], [-0.076, -0.066, 0.110], [-0.264, -1.534, -0.190], [0.256, -0.524, -1.248], [1.179, 0.249, 0.845], [2.294, 0.132, 0.381], [-0.979, 1.918, 0.169], [-2.079, 0.588, -0.312], [-1.586, 0.757, 1.372], [0.645, -2.067, 0.122], [-0.411, -0.446, -2.000], [1.242, -0.405, -1.492], [1.022, 0.533, 1.906]]}

=====

# 17
{"formula": "C4H7NO", "method": "wB97M-V/def2-TZVPD", "de_lowest_kj_mol": 274.5, "homo_lumo_gap_ev": 8.55, "smiles": "C=C(O)/C=C/N", "energy_ha": -286.52709, "lumo_ha": 0.03577, "max_force_ev_per_a": 2.015, "species": ["C", "C", "O", "C", "C", "N", "H", "H", "H", "H", "H", "H", "H"], "xyz": [[0.309, -1.518, -0.009], [-0.739, -0.801, 0.553], [-1.886, -1.365, 1.047], [-0.721, 0.566, 0.267], [0.289, 0.873, -0.645], [0.988, 2.055, -0.606], [1.342, -1.264, 0.193], [0.183, -2.566, -0.278], [-1.738, -2.314, 1.154], [-1.233, 1.303, 0.876], [0.307, 0.423, -1.632], [1.778, 2.143, -1.230], [1.120, 2.465, 0.309]]}

=====

# 18
{"formula": "C4H7NO", "method": "wB97M-V/def2-TZVPD", "de_lowest_kj_mol": 151.8, "homo_lumo_gap_ev": 10.86, "smiles": "CC(=O)N1CC1", "energy_ha": -286.57382, "lumo_ha": 0.03884, "max_force_ev_per_a": 0.615, "species": ["C", "C", "O", "N", "C", "C", "H", "H", "H", "H", "H", "H", "H"], "xyz": [[0.095, 0.929, -1.687], [-0.596, -0.059, -0.774], [-1.237, -1.015, -1.154], [-0.423, 0.285, 0.585], [0.817, -0.242, 1.146], [-0.510, -0.764, 1.574], [0.578, 0.401, -2.513], [-0.648, 1.618, -2.106], [0.825, 1.517, -1.122], [1.396, 0.436, 1.769], [1.406, -0.892, 0.494], [-0.919, -0.446, 2.530], [-0.820, -1.748, 1.227]]}

=====

# 19
{"formula": "C4H7NO", "method": "wB97M-V/def2-TZVPD", "de_lowest_kj_mol": 149.2, "homo_lumo_gap_ev": 10.12, "smiles": "CN1CCC1=O", "energy_ha": -286.57484, "lumo_ha": 0.03166, "max_force_ev_per_a": 1.386, "species": ["C", "N", "C", "C", "C", "O", "H", "H", "H", "H", "H", "H", "H"], "xyz": [[1.548, -0.207, -0.943], [0.304, -0.031, -0.245], [-1.113, 0.056, -0.566], [-1.324, 0.090, 1.081], [0.184, 0.033, 1.101], [1.021, 0.101, 1.970], [2.245, 0.544, -0.562], [1.960, -1.200, -0.723], [1.431, -0.093, -2.021], [-1.376, -0.688, -1.353], [-1.467, 1.017, -0.958], [-1.613, 1.062, 1.519], [-1.800, -0.686, 1.701]]}